Record 1
Molecular formula: H34O17
Method: DFT, ωB97M-V/def2-TZVPD

- HOMO energy: -10.60 eV
- Orbital gap: 10.49 eV
- Energy relative to the best compared isomer or geometry (same formula, charge and spin): 91.1 kcal per mole
- 2S+1: 1

```
51
H34O17 (ωB97M-V/def2-TZVPD)
O -2.47 -2.47 2.01
O 3.61 0.78 3.59
O 2.25 -2.48 0.40
O -2.10 -0.22 -1.74
O 4.31 3.60 0.78
O -2.83 0.78 1.07
O 1.53 -4.36 -1.41
O 1.49 3.60 2.07
O -0.21 1.06 -5.11
O -1.65 -2.82 -2.95
O -3.96 -3.48 -0.24
O 3.84 -1.61 -1.74
O -3.18 1.80 4.13
O 1.09 1.24 0.72
O -0.29 -1.71 3.32
O 0.26 4.84 -1.31
O -1.03 2.63 -3.11
H -0.80 -1.58 2.53
H 3.37 -1.73 -0.89
H 4.56 0.76 3.72
H 1.15 5.14 -1.53
H -0.22 0.33 -5.75
H 3.39 1.28 4.39
H -2.22 -3.39 2.10
H 1.87 -5.06 -0.82
H -3.16 2.20 3.26
H 0.71 4.15 2.07
H 1.29 2.71 1.74
H -3.93 1.20 4.18
H -3.42 -2.39 2.10
H -1.56 2.16 -3.74
H -1.83 0.05 -2.64
H 1.47 -2.81 -0.06
H -4.65 -3.29 0.40
H -2.18 1.32 0.64
H -0.75 -2.06 4.07
H -0.13 2.42 -3.35
H 2.90 -3.18 0.27
H 0.39 0.89 1.27
H -4.03 -2.72 -0.83
H -0.75 -3.08 -2.77
H -2.54 0.64 -1.62
H 1.14 -4.99 -2.03
H -2.65 -0.16 1.06
H 0.37 3.96 -0.94
H 3.80 3.74 1.58
H -2.05 -2.12 -2.43
H 4.19 -0.73 -1.69
H 1.92 0.76 0.64
H 4.12 2.74 0.40
H -0.42 1.67 -5.83
```

Atom charges from the Mulliken analysis, given in e for atoms 1 to 8: O -0.574; O -0.586; O -0.726; O -0.599; O -0.608; O -0.559; O -0.585; O -0.580

Record 2
Molecular formula: C4H7NOS
Method: DFT, ωB97M-V/def2-TZVPD

- HOMO energy: -8.77 eV
- Orbital gap: 8.09 eV
- Energy relative to the best compared isomer or geometry (same formula, charge and spin): 160.4 kcal per mole
- 2S+1: 1

```
14
C4H7NOS (ωB97M-V/def2-TZVPD)
S -3.09 -0.24 -0.01
O -0.99 1.54 -0.08
N 1.46 -0.67 -0.13
C -0.49 0.18 0.08
C -1.56 -0.78 -0.32
C 0.77 -0.15 1.01
C 0.83 0.25 -1.01
H 1.22 0.65 1.28
H -1.85 1.36 1.16
H 0.87 -0.94 1.82
H 0.40 -0.02 -2.00
H -1.27 -1.81 -0.86
H 1.19 1.34 -0.86
H 2.50 -0.70 -0.08
```

Atom charges from the Mulliken analysis, given in e for atoms 1 to 8: S -0.251; O -0.621; N -0.442; C 0.554; C 0.095; C -0.814; C -0.763; H 0.465

Record 3
Molecular formula: C4H5NO2
Method: DFT, ωB97M-V/def2-TZVPD

- HOMO energy: -8.64 eV
- Orbital gap: 9.04 eV
- SMILES: NC=C=C(O)C=O
- Energy relative to the best compared isomer or geometry (same formula, charge and spin): 61.3 kcal per mole
- 2S+1: 1

```
12
C4H5NO2 (ωB97M-V/def2-TZVPD)
O -0.30 1.84 0.48
O 2.62 -0.04 -0.06
N -2.07 -0.80 -0.60
C -0.97 -0.71 0.16
C 1.26 0.12 -0.01
C 0.87 1.51 0.34
C 0.34 -0.81 -0.16
H -2.97 -0.72 -0.16
H -2.04 -0.98 -1.59
H 2.79 -0.98 -0.16
H -1.21 -0.70 1.23
H 1.67 2.25 0.52
```

Atom charges from the Mulliken analysis, given in e for atoms 1 to 8: O -0.503; O -0.523; N -0.347; C 0.173; C 0.522; C -0.046; C -0.676; H 0.218

Record 4
Molecular formula: C5H10N2O2
Method: DFT, ωB97M-V/def2-TZVPD

- HOMO energy: -9.07 eV
- Orbital gap: 9.83 eV
- SMILES: CNCC=O.COC#N
- Energy relative to the best compared isomer or geometry (same formula, charge and spin): 98.6 kcal per mole
- 2S+1: 1

```
19
C5H10N2O2 (ωB97M-V/def2-TZVPD)
O -1.71 -0.97 -1.41
O -0.03 -1.31 0.80
N 0.46 0.48 2.51
N -0.44 1.06 -0.13
C -0.52 -0.83 -1.58
C 0.16 -0.08 1.54
C 0.67 -2.47 1.21
C 0.15 0.52 -1.36
C -0.29 2.51 0.03
H 0.77 2.75 0.03
H 0.32 -2.75 2.21
H 1.23 0.42 -1.24
H -0.08 1.15 -2.24
H -1.44 0.79 -0.18
H 0.43 -3.27 0.51
H 1.75 -2.31 1.24
H -0.80 3.06 -0.77
H 0.09 -1.54 -2.17
H -0.72 2.79 0.99
```

Atom charges from the Mulliken analysis, given in e for atoms 1 to 8: O -0.525; O -0.238; N -0.597; N -0.213; C 0.049; C 0.503; C -0.715; C -0.549

Record 5
Molecular formula: C3H10NO2
Method: DFT, ωB97M-V/def2-TZVPD

- Net charge: -1
- HOMO energy: -3.03 eV
- Orbital gap: 7.33 eV
- Energy relative to the best compared isomer or geometry (same formula, charge and spin): 15.7 kcal per mole
- 2S+1: 1

```
16
C3H10NO2 (ωB97M-V/def2-TZVPD)
O 1.76 -0.21 -0.28
O 0.58 -2.53 0.55
N -0.13 0.59 1.38
C -0.32 0.99 0.00
C 1.10 0.89 -0.71
C -1.42 0.14 -0.65
H -0.78 2.06 -0.06
H -0.94 0.13 1.79
H 0.90 -2.60 1.46
H -1.20 -0.92 -0.50
H 1.00 -1.81 0.02
H 0.72 0.02 1.39
H -2.48 0.35 -0.41
H -1.57 0.23 -1.74
H 1.04 0.90 -1.82
H 1.74 1.76 -0.43
```

Atom charges from the Mulliken analysis, given in e for atoms 1 to 8: O -0.936; O -0.710; N -0.730; C 0.430; C -0.523; C -1.342; H 0.117; H 0.224

Record 6
Molecular formula: C5H11NO3
Method: DFT, ωB97M-V/def2-TZVPD

- HOMO energy: -9.77 eV
- Orbital gap: 10.35 eV
- SMILES: CNC(C)=O.CC(=O)O
- Energy relative to the best compared isomer or geometry (same formula, charge and spin): 70.2 kcal per mole
- 2S+1: 1

```
20
C5H11NO3 (ωB97M-V/def2-TZVPD)
O -1.58 1.19 0.04
O 3.55 1.24 -0.09
O 3.86 -0.93 0.13
N -3.14 -0.49 -0.14
C 3.09 0.03 -0.02
C -0.70 -1.10 -0.01
C -1.86 0.00 -0.02
C 1.53 -0.18 -0.09
C -4.32 0.35 0.11
H -0.12 -0.93 -0.87
H -1.03 -2.14 0.11
H -3.38 -1.45 -0.20
H 1.34 -1.32 -0.48
H -4.80 0.27 1.12
H 1.01 -0.13 0.99
H -5.01 0.19 -0.67
H -4.07 1.38 -0.06
H -0.25 -0.81 1.00
H 4.44 1.19 0.34
H 0.89 0.57 -0.83
```

Atom charges from the Mulliken analysis, given in e for atoms 1 to 8: O -0.617; O -0.421; O -0.592; N -0.235; C 0.344; C -0.732; C 0.661; C -0.539

Record 7
Molecular formula: C4H8O2
Method: DFT, ωB97M-V/def2-TZVPD

- HOMO energy: -10.64 eV
- Orbital gap: 11.65 eV
- SMILES: CCCOC=O
- Energy relative to the best compared isomer or geometry (same formula, charge and spin): 24.4 kcal per mole
- 2S+1: 1

```
14
C4H8O2 (ωB97M-V/def2-TZVPD)
O 0.33 1.52 0.09
O -0.56 0.93 -1.91
C 0.76 -0.75 0.73
C -0.73 -0.93 0.41
C -0.63 1.45 -0.83
C 1.34 0.49 0.03
H -1.05 -1.97 0.45
H 0.91 -0.65 1.81
H 1.60 0.29 -1.01
H 2.21 0.90 0.55
H 1.32 -1.63 0.40
H -0.96 -0.62 -0.61
H -1.55 1.91 -0.42
H -1.36 -0.36 1.11
```

Atom charges from the Mulliken analysis, given in e for atoms 1 to 8: O -0.322; O -0.507; C -0.241; C -1.101; C 0.091; C -0.465; H 0.360; H 0.261

Record 8
Molecular formula: C2H2CsFMgO
Method: DFT, ωB97M-V/def2-TZVPD

- Net charge: +2
- HOMO energy: -15.63 eV
- Orbital gap: 5.49 eV
- 2S+1: 1

```
8
C2H2CsFMgO (ωB97M-V/def2-TZVPD)
Cs 1.87 0.77 -3.96
Mg -0.01 -0.87 2.36
F -1.05 0.61 1.61
O 0.52 -1.05 0.48
C 0.01 -0.09 -0.42
C -0.79 0.78 0.18
H -1.26 1.70 -0.16
H 0.70 -1.84 -0.08
```

For each atom in turn, the Mulliken charge in e is: Cs 0.987; Mg 1.381; F -0.334; O -0.385; C -0.153; C -0.227; H 0.335; H 0.397

Record 9
Molecular formula: ClO5S2
Method: DFT, ωB97M-V/def2-TZVPD

- Net charge: -1
- HOMO energy (alpha / beta): -2.63 / -6.95 eV
- Orbital gap (alpha / beta): 6.32 / 6.22 eV
- Energy relative to the best compared isomer or geometry (same formula, charge and spin): 0.0 kcal per mole
- ⟨S²⟩: 2.01
- 2S+1: 3

```
8
ClO5S2 (ωB97M-V/def2-TZVPD)
Cl 2.52 -1.01 -0.05
S -0.86 -0.75 -0.13
S 0.88 0.54 -0.01
O -0.71 -1.50 1.08
O 1.01 1.18 1.27
O -0.62 -1.43 -1.37
O -1.82 0.31 -0.14
O 1.13 1.37 -1.16
```

For each atom in turn, the Mulliken charge in e is: Cl -0.274; S 1.052; S 0.719; O -0.496; O -0.475; O -0.499; O -0.539; O -0.488

Record 10
Molecular formula: C3H7NP
Method: DFT, ωB97M-V/def2-TZVPD

- Net charge: +1
- HOMO energy: -13.58 eV
- Orbital gap: 9.32 eV
- Energy relative to the best compared isomer or geometry (same formula, charge and spin): 41.1 kcal per mole
- 2S+1: 1

```
12
C3H7NP (ωB97M-V/def2-TZVPD)
P 2.11 1.36 -0.84
N -1.04 -0.44 0.39
C 0.81 0.65 -0.08
C -0.39 0.77 0.76
C -0.04 -1.02 -0.45
H -0.99 1.70 0.75
H -0.01 -1.00 -1.64
H -1.35 -1.17 1.18
H -0.11 0.94 1.88
H 0.55 -1.83 -0.11
H 2.39 0.27 -1.87
H -1.93 -0.22 0.04
```

Atom charges from the Mulliken analysis, given in e for atoms 1 to 8: P -0.064; N -0.032; C 0.102; C -0.390; C -0.702; H 0.336; H 0.325; H 0.405

Record 11
Molecular formula: C4H7NO2
Method: DFT, ωB97M-V/def2-TZVPD

- HOMO energy: -9.87 eV
- Orbital gap: 10.59 eV
- SMILES: [H]/N=C(\C)OCC=O
- Energy relative to the best compared isomer or geometry (same formula, charge and spin): 58.7 kcal per mole
- 2S+1: 1

```
14
C4H7NO2 (ωB97M-V/def2-TZVPD)
O -0.71 -1.24 -1.28
O -1.11 0.22 0.97
N 0.06 -1.57 1.67
C -1.29 0.85 -0.28
C -0.67 -0.03 -1.36
C 1.27 0.15 0.27
C 0.05 -0.51 0.98
H 1.98 -0.62 -0.02
H 0.92 -2.09 1.57
H 1.69 0.80 1.04
H -0.16 0.47 -2.19
H -0.90 1.87 -0.26
H -2.36 0.88 -0.50
H 1.22 0.82 -0.61
```

Atom charges from the Mulliken analysis, given in e for atoms 1 to 8: O -0.443; O -0.376; N -0.741; C -0.251; C -0.137; C -0.977; C 0.656; H 0.336

Record 12
Molecular formula: C14H17B2Cl2F3N2O6S
Method: DFT, ωB97M-V/def2-TZVPD

- HOMO energy: -9.15 eV
- Orbital gap: 8.18 eV
- 2S+1: 1

```
47
C14H17B2Cl2F3N2O6S (ωB97M-V/def2-TZVPD)
Cl -0.06 7.97 -1.79
Cl 2.45 8.00 -3.29
S -3.81 0.30 -1.89
F -2.23 -3.85 -0.02
F -3.29 -4.76 1.67
F -4.38 -4.12 -0.08
O 1.02 -0.46 3.25
O 0.17 3.25 -0.31
O 3.82 -1.26 0.40
O 0.07 3.97 -2.41
O -3.60 -2.58 1.23
O 2.74 -0.91 -1.72
N -2.31 0.93 -2.12
N -3.58 -0.59 -0.57
C 0.40 0.06 0.18
C -3.35 -3.80 0.72
C -1.62 0.39 -1.12
C -0.22 0.63 -0.89
C 0.86 7.25 -3.12
C -2.29 -0.49 -0.20
C 1.73 -3.62 1.70
C 0.49 1.53 -1.92
C -1.65 -1.09 0.93
C 1.88 0.39 0.38
C -2.43 -2.01 1.87
C 0.23 2.98 -1.49
C 0.75 -2.91 2.71
C -0.32 -0.82 1.13
B 0.50 -1.39 2.38
B 2.84 -0.66 -0.38
H 1.56 1.28 -1.95
H 1.83 -0.85 -2.02
H 2.15 0.44 1.44
H 0.07 1.29 -2.90
H 1.20 -3.00 3.71
H 1.55 -3.32 0.66
H 2.77 -3.36 1.97
H -2.75 -1.47 2.77
H 0.58 0.39 3.10
H 2.12 1.38 -0.03
H 0.99 6.19 -2.93
H 0.31 7.39 -4.05
H 1.62 -4.70 1.84
H 3.78 -2.22 0.31
H -0.16 -3.54 2.74
H -0.61 4.60 -2.13
H -1.82 -2.86 2.20
```

Atom charges from the Mulliken analysis, given in e for atoms 1 to 8: Cl -0.162; Cl -0.158; S 0.080; F -0.248; F -0.274; F -0.274; O -0.725; O -0.537